i | Density functional theory data (ωB97M-V/def2-TZVPD) for 16 unconnected molecules or ions with the total composition C48H112N16O16.

Kohn-Sham gap (eV): 7.515
E_LUMO (eV): -0.6

Positions of all 192 atoms, in Å:
1 O 1.560 2.273 6.042
2 O 1.678 0.142 -3.535
3 O 7.451 3.113 -2.774
4 O 1.033 -2.046 7.902
5 O 1.029 -7.035 -3.632
6 O -5.061 5.499 2.428
7 O -1.296 -3.876 -2.248
8 O 1.565 -3.471 1.167
9 O 5.606 1.951 2.319
10 O 2.955 -3.510 4.292
11 O -1.110 4.364 -3.604
12 O -2.200 -2.978 1.704
13 O -3.568 -0.753 -1.786
14 O 5.884 -3.694 -0.187
15 O 0.184 0.723 2.377
16 O 0.326 6.616 1.585
17 N 0.309 -5.316 1.493
18 N -4.142 -3.951 1.017
19 N 1.834 -4.902 -3.685
20 N -0.238 0.142 0.220
21 N 0.155 3.672 4.933
22 N 4.621 -1.844 -0.668
23 N -3.055 -5.193 -2.833
24 N 3.867 3.396 2.723
25 N -5.685 -0.535 -2.522
26 N 0.040 0.509 -5.088
27 N 5.322 2.846 -2.047
28 N 1.699 6.153 -0.155
29 N -0.276 -2.073 6.063
30 N -3.740 4.805 0.689
31 N 3.621 -1.346 4.248
32 N -3.213 3.490 -3.465
33 C 1.525 -3.517 -3.397
34 C -5.257 -3.968 0.092
35 C -0.131 -0.100 1.523
36 C 3.525 -2.562 4.815
37 C 6.285 2.885 -2.998
38 C 1.328 6.838 0.919
39 C 2.839 -5.112 -4.718
40 C -4.613 3.804 -3.669
41 C 0.889 2.535 5.058
42 C 3.951 2.577 -2.380
43 C 1.030 -5.868 -3.248
44 C -4.861 4.346 -0.108
45 C 3.292 -1.397 -1.026
46 C 0.071 1.443 -0.330
47 C 0.044 4.634 6.026
48 C 4.815 -3.143 -0.361
49 C -2.862 2.196 -2.939
50 C -6.098 0.281 -1.366
51 C 0.525 -1.451 6.953
52 C 3.036 -1.112 2.943
53 C 5.675 3.168 -0.672
54 C -0.509 1.382 -6.106
55 C 3.354 4.419 3.596
56 C -0.789 -0.612 -4.666
57 C -2.401 4.649 0.178
58 C -0.553 -1.379 4.810
59 C -0.374 -6.461 0.915
60 C 2.951 2.828 1.736
61 C -0.648 -3.472 6.109
62 C -3.128 -3.077 0.917
63 C 1.168 0.805 -4.419
64 C -2.346 -4.041 -2.844
65 C -4.170 -5.065 1.960
66 C 0.992 4.925 -0.501
67 C 1.098 -4.518 0.768
68 C -4.444 -1.038 -2.585
69 C -0.534 4.006 3.701
70 C 2.931 6.436 -0.868
71 C -4.308 -5.273 -3.539
72 C 4.077 -0.194 5.030
73 C -2.696 -6.328 -1.984
74 C -6.595 -0.390 -3.647
75 C -3.980 5.255 1.934
76 C 5.119 2.905 2.887
77 C 5.708 -0.930 -0.988
78 C -0.296 -0.879 -0.791
79 C -2.313 4.440 -3.796
80 C -0.105 -5.023 2.850
81 H 4.029 -2.605 5.789
82 H 0.379 4.232 6.978
83 H -1.615 -1.109 4.751
84 H -5.313 3.464 -2.908
85 H -1.015 4.861 6.145
86 H 0.630 5.519 5.774
87 H 5.931 2.221 -0.190
88 H -0.242 -1.195 -3.926
89 H 5.702 3.544 3.573
90 H -5.009 3.284 0.120
91 H -5.417 -2.982 -0.344
92 H 5.447 0.044 -0.572
93 H -6.194 -4.175 0.615
94 H 0.336 4.627 0.312
95 H -0.709 3.071 3.161
96 H -1.192 -4.928 2.867
97 H -1.648 -3.576 5.697
98 H 1.029 1.986 4.114
99 H -3.170 -2.378 0.066
100 H -0.258 -1.173 1.743
101 H -2.260 3.717 -0.373
102 H 2.596 -4.715 -5.702
103 H 6.674 -1.280 -0.647
104 H 0.031 -4.184 5.634
105 H 2.380 -0.236 2.938
106 H 1.714 1.675 -4.824
107 H 2.920 -6.188 -4.885
108 H -2.754 5.367 -4.188
109 H 3.326 2.028 -1.679
110 H 3.775 -0.994 2.149
111 H 3.260 0.441 5.379
112 H -7.610 -0.716 -3.440
113 H -1.799 -6.237 -1.393
114 H 0.588 -0.842 -1.439
115 H 0.361 -4.119 3.226
116 H 0.335 5.186 -1.338
117 H 3.693 5.704 -0.564
118 H -2.628 -7.194 -2.648
119 H 2.427 4.202 4.126
120 H 2.141 2.392 2.324
121 H 0.929 -3.074 -4.200
122 H -5.808 4.827 0.130
123 H -3.534 1.810 -2.173
124 H -0.467 1.636 -1.254
125 H -5.800 1.316 -1.539
126 H 3.286 7.428 -0.604
127 H -5.132 -5.093 2.464
128 H -0.400 -2.120 4.018
129 H 3.116 -0.437 -0.530
130 H 5.724 -0.845 -2.080
131 H 2.897 6.227 -1.937
132 H -3.325 -5.012 2.640
133 H 0.106 4.628 3.064
134 H 2.467 -2.962 -3.359
135 H 3.775 -4.794 -4.262
136 H 3.456 3.554 -2.542
137 H -1.493 4.511 3.803
138 H 1.960 7.695 1.181
139 H 0.078 -5.889 3.492
140 H -1.434 -6.203 0.879
141 H -6.275 -0.999 -4.499
142 H -1.693 -0.254 -4.171
143 H 0.008 -0.500 4.500
144 H 5.842 2.658 -3.979
145 H -5.067 -5.615 -2.829
146 H 2.383 -1.981 -0.899
147 H -0.374 -1.882 -0.373
148 H 4.593 0.405 4.268
149 H -0.190 -7.361 1.504
150 H -1.104 -0.696 -1.505
151 H -4.847 4.844 -3.892
152 H 4.892 3.673 -0.111
153 H -0.276 1.050 -7.119
154 H -3.598 -6.551 -1.403
155 H 4.085 4.785 4.320
156 H 0.324 -5.642 -2.443
157 H 3.224 -1.193 -2.103
158 H 2.514 3.690 1.218
159 H -4.368 -5.946 -4.402
160 H 1.057 -3.310 -2.438
161 H -2.852 -3.275 -3.455
162 H 3.839 2.182 -3.392
163 H 6.589 3.751 -0.584
164 H -0.581 -3.735 7.165
165 H -4.317 -1.735 -3.428
166 H -5.634 -0.071 -0.449
167 H 4.828 -0.460 5.767
168 H 1.645 4.135 -0.866
169 H 1.213 -4.863 -0.272
170 H -1.610 4.686 0.931
171 H -2.946 1.426 -3.715
172 H -4.702 4.475 -1.176
173 H -4.034 -6.006 1.416
174 H 3.502 2.235 1.015
175 H -4.566 -4.319 -3.999
176 H -1.586 1.525 -6.024
177 H -7.180 0.215 -1.286
178 H -5.140 -4.754 -0.657
179 H -4.967 3.342 -4.604
180 H -2.123 5.482 -0.476
181 H 0.039 -6.679 -0.071
182 H 2.327 -1.896 2.686
183 H -0.071 2.222 0.417
184 H 1.137 1.405 -0.589
185 H -6.499 0.625 -4.039
186 H -3.030 5.412 2.475
187 H -1.823 2.288 -2.632
188 H 0.762 -0.413 6.680
189 H 3.220 5.333 2.998
190 H -0.058 2.370 -5.997
191 H -1.037 -1.319 -5.458
192 H 3.877 -3.723 -0.383

ii | Density functional theory data (ωB97M-V/def2-TZVPD) for 16 unconnected molecules or ions with the total composition C48H112N16O16.

Kohn-Sham gap (eV): 8.978
E_LUMO (eV): 0.3

Positions of all 192 atoms, in Å:
1 O 1.372 -8.421 23.879
2 O 0.918 -3.560 28.057
3 O -3.186 -3.650 20.698
4 O 0.014 -8.909 28.989
5 O -3.669 -10.663 25.910
6 O -0.847 -8.847 19.101
7 O 6.363 -2.993 24.320
8 O 0.232 -3.671 22.676
9 O 1.811 -3.386 17.352
10 O 6.043 -11.748 21.856
11 O 2.621 -9.395 17.590
12 O 6.787 -3.325 28.535
13 O 3.001 -6.787 20.271
14 O 11.070 -1.384 23.147
15 O -3.506 -7.650 26.582
16 O 5.296 -8.093 25.178
17 N -0.254 -3.818 18.196
18 N 4.281 -10.934 20.766
19 N -1.206 -9.793 21.102
20 N 1.265 -3.762 30.305
21 N -2.094 -6.193 27.678
22 N -2.566 -5.240 22.192
23 N 7.917 -1.366 24.782
24 N 0.932 -10.189 27.347
25 N 4.073 -5.495 18.765
26 N 2.410 -6.468 24.480
27 N 1.097 -8.623 16.071
28 N 11.583 -2.623 25.088
29 N 6.043 -5.493 28.745
30 N -5.262 -9.345 24.991
31 N 6.480 -7.887 23.307
32 N 1.087 -1.998 23.971
33 C 2.055 -7.641 15.610
34 C -2.708 -7.388 27.471
35 C 4.056 -4.350 19.615
36 C 1.870 -5.087 30.292
37 C -0.265 -8.427 15.700
38 C 7.897 -0.657 23.538
39 C 0.108 -4.899 19.116
40 C 0.985 -1.442 25.311
41 C -1.259 -6.080 28.898
42 C -0.504 -9.072 20.261
43 C 2.865 -10.672 20.765
44 C 3.514 -5.557 24.227
45 C 1.971 -6.589 25.936
46 C 0.654 -3.138 17.484
47 C -1.710 -3.625 18.067
48 C 1.227 -1.121 22.844
49 C 6.923 -6.594 23.836
50 C 8.615 -0.689 25.813
51 C -2.148 -5.029 26.776
52 C -2.664 -3.978 21.765
53 C 11.135 -3.722 25.893
54 C 11.044 -2.399 23.832
55 C 3.483 -6.614 19.182
56 C 2.020 -10.501 26.469
57 C 0.828 -3.187 29.175
58 C -2.808 -6.322 21.330
59 C -0.331 -10.861 27.043
60 C -6.304 -9.814 25.926
61 C 5.533 -8.487 24.042
62 C 7.231 -2.520 25.054
63 C 6.700 -8.074 21.851
64 C 0.882 -3.130 31.579
65 C 0.974 -9.233 28.278
66 C 6.649 -4.365 29.155
67 C -0.712 -10.036 22.393
68 C 6.263 -6.724 29.539
69 C -3.981 -9.791 25.146
70 C -5.420 -7.994 24.459
71 C 1.490 -9.406 17.094
72 C 5.521 -5.586 27.391
73 C -2.542 -10.264 20.858
74 C 0.533 -3.178 23.775
75 C -1.781 -5.644 23.409
76 C 12.300 -1.593 25.787
77 C 4.815 -5.502 17.548
78 C 5.018 -10.825 19.543
79 C 4.864 -11.523 21.818
80 C 2.103 -7.464 23.646
81 H -5.501 -7.318 25.347
82 H 0.260 -3.767 24.696
83 H 1.828 -0.861 25.663
84 H -2.912 -9.771 19.970
85 H 8.605 -1.260 26.770
86 H -1.131 -4.787 26.462
87 H 10.555 -3.344 23.381
88 H 0.465 -8.633 20.623
89 H 0.087 -2.354 16.938
90 H -2.150 -4.640 18.172
91 H 2.924 -4.936 30.470
92 H -0.863 -10.445 26.231
93 H 12.530 -0.817 25.023
94 H 0.017 -5.935 18.751
95 H 6.314 -7.213 21.344
96 H 10.543 -3.213 26.758
97 H -0.537 -7.396 16.076
98 H 1.474 -5.670 26.229
99 H 6.324 -9.070 21.578
100 H 1.742 -7.046 14.687
101 H -0.631 -4.702 19.949
102 H -1.764 -4.713 23.983
103 H 13.347 -1.975 26.023
104 H -1.944 -3.249 17.079
105 H -1.365 -9.651 23.182
106 H -2.128 -3.073 18.910
107 H -1.286 -6.966 29.517
108 H -2.700 -4.300 27.406
109 H 2.670 -9.666 21.142
110 H 5.354 -6.628 27.066
111 H 2.479 -10.867 19.778
112 H -7.088 -10.038 25.205
113 H 5.298 -7.213 29.756
114 H 11.793 -1.281 26.728
115 H -2.643 -11.374 20.745
116 H 5.035 -6.546 17.372
117 H 6.805 -7.457 28.981
118 H 7.319 0.239 23.632
119 H 3.526 -7.456 18.494
120 H 4.271 -5.063 16.673
121 H -0.172 -8.426 14.597
122 H -0.671 -11.134 22.686
123 H 2.999 -10.242 26.991
124 H -2.712 -5.409 25.876
125 H 7.485 -2.986 25.988
126 H -0.882 -6.023 23.130
127 H 0.298 -2.202 31.336
128 H -0.132 -11.942 26.852
129 H 0.241 -0.630 22.650
130 H 6.663 -6.583 30.534
131 H 0.105 -3.663 32.079
132 H 7.778 -8.232 21.713
133 H 2.954 -8.198 15.323
134 H 1.222 -7.342 25.866
135 H -6.238 -7.914 23.769
136 H 1.069 -4.766 19.603
137 H 2.196 -11.557 26.274
138 H -3.198 -6.021 20.307
139 H 2.286 -11.416 21.304
140 H 7.756 -6.295 23.213
141 H 6.943 -4.474 30.203
142 H 5.020 -3.835 19.536
143 H 1.733 -5.426 29.250
144 H -1.900 -6.940 21.300
145 H 0.684 -10.095 17.504
146 H -3.602 -6.987 21.766
147 H 2.222 -7.052 16.525
148 H 1.565 -1.756 22.066
149 H 7.389 -1.252 22.807
150 H 1.982 -0.394 23.011
151 H 0.215 -2.301 29.442
152 H 1.924 -10.108 25.463
153 H 2.821 -6.792 26.536
154 H -0.921 -10.846 28.039
155 H 4.590 -5.013 27.416
156 H 0.257 -9.608 22.574
157 H 3.071 -4.517 24.458
158 H -4.474 -7.833 24.005
159 H -2.401 -8.175 28.124
160 H -1.643 -5.289 29.590
161 H -2.176 -3.215 22.455
162 H 1.792 -2.976 32.219
163 H 4.595 -10.088 18.865
164 H 4.252 -11.620 22.718
165 H 8.038 0.220 26.087
166 H 6.273 -5.080 26.787
167 H 9.635 -0.447 25.577
168 H 11.934 -4.195 26.552
169 H 0.080 -0.856 25.389
170 H 7.290 -6.709 24.882
171 H 5.121 -9.348 23.596
172 H 8.872 -0.403 23.117
173 H -2.330 -6.345 24.028
174 H 1.996 -8.723 28.326
175 H 5.674 -4.859 17.824
176 H -3.245 -9.353 24.357
177 H 3.752 -5.481 23.176
178 H 4.950 -11.779 18.982
179 H -6.451 -9.034 26.686
180 H 1.457 -5.865 30.938
181 H 6.048 -10.560 19.696
182 H 3.319 -3.562 19.339
183 H 6.160 -5.841 23.870
184 H -1.049 -9.110 16.041
185 H 4.036 -4.677 20.618
186 H 4.429 -5.891 24.709
187 H -5.905 -10.694 26.432
188 H -3.183 -9.983 21.719
189 H -0.312 -5.835 28.523
190 H 2.549 -7.291 22.656
191 H 10.612 -4.487 25.329
192 H 0.927 -2.209 26.083

i has the most favorable energy; the next structure is 204.0 kJ/mol above.

i | Density functional theory data (ωB97M-V/def2-TZVPD) for a single C2H4NPS molecule.

Kohn-Sham gap (alpha / beta) (eV): 9.299 / 4.610
E_LUMO (alpha / beta) (eV): -0.1 / -2.0

Positions of all 9 atoms, in Å:
1 S 2.220 0.051 0.060
2 P -3.258 0.206 0.061
3 N -1.780 -0.198 -0.102
4 C -0.455 -0.626 -0.021
5 C 0.519 0.604 -0.129
6 H -0.230 -1.045 0.965
7 H 0.208 1.278 0.667
8 H 0.655 1.180 -1.059
9 H -0.318 -1.546 -0.826

ii | Density functional theory data (ωB97M-V/def2-TZVPD) for 2 unconnected molecules or ions with the total composition C2H4NPS.

Kohn-Sham gap (alpha / beta) (eV): 6.699 / 6.699
E_LUMO (alpha / beta) (eV): -0.6 / -0.6

Positions of all 9 atoms, in Å:
1 S -1.378 0.007 -1.174
2 P 2.933 0.537 -0.081
3 N 1.745 -0.385 0.128
4 C 0.805 -1.188 0.127
5 C -1.577 1.181 -0.046
6 H -0.846 2.122 0.119
7 H 0.046 -1.281 0.873
8 H -2.416 1.004 0.669
9 H 0.687 -1.997 -0.613

i has the most favorable energy; the next structure is 13.1 kJ/mol above.

i | Density functional theory data (ωB97M-V/def2-TZVPD) for 2 unconnected molecules or ions with the total composition C9H16NS2.

Total charge: +1
Kohn-Sham gap (eV): 8.289
E_LUMO (eV): -3.0

Positions of all 28 atoms, in Å:
1 S 0.328 -1.670 -1.947
2 S 0.827 3.627 1.074
3 N -1.136 0.804 -1.094
4 C 1.549 -1.422 -0.512
5 C -1.679 2.515 1.507
6 C -0.841 -2.972 -1.361
7 C 1.210 -0.899 0.649
8 C -1.223 3.293 2.674
9 C -0.486 2.575 0.496
10 C -0.236 1.851 -0.584
11 C -0.047 3.908 2.545
12 C 2.913 -1.766 -0.950
13 H 0.271 4.600 3.333
14 H -1.682 1.034 -1.968
15 H -1.845 -2.589 -1.151
16 H -2.409 3.053 1.068
17 H -0.360 -3.404 -0.473
18 H -1.801 0.474 -0.326
19 H -1.843 3.461 3.565
20 H -0.992 -3.685 -2.194
21 H 3.692 -1.468 -0.190
22 H 3.141 -1.398 -1.884
23 H 0.230 -0.822 0.990
24 H -0.648 -0.193 -1.418
25 H -1.921 1.483 1.743
26 H 0.488 2.280 -1.337
27 H 1.921 -0.870 1.386
28 H 3.001 -2.761 -0.926

ii | Density functional theory data (ωB97M-V/def2-TZVPD) for a gas-phase ion, C9H16NS2 (charge +1).

Total charge: +1
Kohn-Sham gap (alpha / beta) (eV): 6.891 / 7.776
E_LUMO (alpha / beta) (eV): -4.6 / -4.1

Positions of all 28 atoms, in Å:
1 S 1.088 -1.636 1.612
2 S 2.299 -0.982 0.067
3 N -0.720 -0.729 -0.104
4 C 0.505 2.614 1.375
5 C -1.758 0.186 -0.557
6 C 3.935 1.084 0.544
7 C -2.218 -0.473 -1.873
8 C -1.271 -2.096 -0.286
9 C -0.220 -0.519 1.191
10 C 1.449 1.612 0.944
11 C -2.107 -1.955 -1.571
12 C 2.424 0.892 0.552
13 H -0.083 2.301 2.322
14 H -3.122 -2.357 -1.427
15 H -0.611 -2.892 -0.285
16 H -1.928 -2.227 0.599
17 H 0.011 -0.659 -0.759
18 H -1.673 -2.499 -2.423
19 H -0.135 3.025 0.523
20 H 4.482 0.414 1.304
21 H -3.320 -0.092 -1.860
22 H -1.625 -0.026 -2.659
23 H -1.385 1.123 -0.978
24 H -1.048 -0.535 1.860
25 H 1.111 3.443 1.576
26 H 4.283 0.542 -0.406
27 H 4.217 2.082 0.646
28 H -2.579 0.357 0.073

i has the most favorable energy; the next structure is 215.4 kJ/mol above.

i | Density functional theory data (ωB97M-V/def2-TZVPD) for 2 unconnected molecules or ions with the total composition C2HF3O2.

Kohn-Sham gap (eV): 9.703
E_LUMO (eV): -1.9

Positions of all 8 atoms, in Å:
1 F 2.181 1.258 1.269
2 F 0.158 1.125 1.640
3 F -1.749 -0.591 -1.983
4 O 0.076 -0.142 -1.080
5 O -1.543 -1.332 0.044
6 C -1.061 -0.802 -0.887
7 C 1.220 0.393 1.245
8 H 0.718 0.090 -0.248

ii | Density functional theory data (ωB97M-V/def2-TZVPD) for 2 unconnected molecules or ions with the total composition C2HF3O2.

Kohn-Sham gap (alpha / beta) (eV): 10.133 / 10.106
E_LUMO (alpha / beta) (eV): -1.8 / -1.7

Positions of all 8 atoms, in Å:
1 F -1.455 0.493 -0.608
2 F 1.941 0.134 -0.513
3 F 0.592 1.454 -1.340
4 O -0.592 -1.268 0.473
5 O -1.552 -2.571 1.687
6 C -0.455 -0.248 -0.112
7 C 0.803 0.765 -0.247
8 H 0.718 1.241 0.661

i has the most favorable energy; the next structure is 358.6 kJ/mol above.